75
Properties=species:S:1:pos:R:3:forces:R:3:lowdin_charge:R:1 method="wB97M-V/def2-TZVPD" total_charge=+1 gap_ev=7.92
H -2.19836 1.73952 -4.44786 -0.02 0.00 -0.01 0.0954
N 3.85768 -0.66279 -1.49953 -0.08 -0.08 0.01 0.0432
H 4.50920 -1.36043 2.59818 -0.03 0.02 -0.01 0.1057
H 1.82666 -0.67815 4.50520 -0.02 -0.03 -0.05 0.0889
C 3.26436 -0.89387 -0.31692 0.04 0.12 -0.20 -0.5281
C 0.09212 3.14721 1.73408 0.09 -0.07 -0.08 -0.2202
H -1.97618 -6.31534 1.06260 -0.01 0.00 0.04 0.1129
C 3.64351 -1.39887 1.94471 0.04 0.03 -0.01 0.0016
H -2.70251 -7.19452 -1.12988 -0.01 -0.02 0.00 0.1132
O 1.99411 2.08339 0.92818 0.08 0.11 0.06 0.0244
N 0.65632 2.12125 1.22785 0.30 0.26 0.06 -0.0887
H 0.90812 0.71784 5.06706 0.00 0.01 0.00 0.0874
H 4.85476 -0.50626 -1.50501 -0.03 0.05 0.05 0.1692
C -0.35032 -2.27252 -3.14621 -0.11 -0.09 0.13 -0.0350
H -2.55691 3.04710 -3.33580 -0.02 0.01 0.02 0.1113
H -0.05736 -1.66205 -3.98987 0.00 0.02 -0.02 0.1124
C 0.44617 2.32517 -3.90261 0.01 -0.03 -0.02 0.0151
H 0.34549 1.57336 -4.68843 0.02 0.00 -0.01 0.0983
C 1.23746 0.18058 4.17510 -0.05 0.05 0.15 -0.0478
C 0.04448 -0.27229 3.34995 0.08 0.01 -0.24 -0.5618
O 0.55334 -0.83802 2.13366 -0.11 -0.11 -0.03 -0.6399
O -3.14713 1.88590 0.91479 0.15 0.09 -0.14 0.1207
F -1.83875 -0.42429 0.97486 -0.67 -0.34 0.05 -0.4826
N -1.75957 0.71224 -1.43285 0.06 0.05 -0.02 0.0111
C -1.36531 -4.28857 -2.27301 -0.05 -0.07 0.00 -0.1467
H -0.56091 0.61659 3.10133 0.01 -0.08 0.04 0.1095
H -0.13392 3.19351 -4.21597 0.00 0.02 0.01 0.0986
C -0.34763 -2.59757 -0.81410 -0.03 -0.33 0.27 -0.3048
H 0.33637 5.25720 1.75495 0.04 0.00 -0.02 0.1103
C -1.39249 2.95964 1.77876 0.01 -0.12 -0.19 -0.2279
C 0.03315 -1.80691 -1.84800 0.04 0.01 -0.17 -0.1172
H -3.13848 3.04664 2.99339 0.00 -0.01 -0.02 0.0926
O 4.15532 -1.11559 0.62716 0.00 -0.02 0.03 0.0190
N -1.79572 2.17339 0.85037 -0.04 0.11 0.29 0.0663
H 1.82248 4.34132 2.06843 -0.01 -0.02 0.02 0.0928
F -4.80826 0.45659 0.31729 -0.09 -0.10 0.05 0.2795
B -3.59085 0.88948 0.05636 0.13 -0.10 0.14 -0.7754
H -1.26511 -3.74833 -4.37388 -0.01 0.00 -0.01 0.1243
H -2.33556 -5.99408 -3.21061 0.00 0.01 -0.02 0.1217
C -2.51408 1.95976 -3.42767 -0.05 -0.03 -0.04 0.0239
H -1.16064 -0.74091 5.05699 -0.01 0.01 -0.02 0.0890
H -3.50194 1.54527 -3.25514 0.03 0.00 0.02 0.0923
C -2.21224 -6.23134 -1.10066 0.04 0.06 0.08 -0.0444
H 3.20914 -2.39844 1.95449 -0.03 0.04 0.02 0.0967
C -1.00196 -3.82042 -1.01621 0.00 0.12 -0.19 -0.3307
B 2.39010 2.79139 -0.35610 -0.03 -0.05 0.15 -1.1019
H 3.52462 -0.87429 -3.42560 -0.04 -0.01 -0.02 0.1014
H -2.53310 4.61594 2.46401 0.00 0.01 -0.01 0.1090
N 0.59378 1.69549 -1.52412 0.30 0.04 -0.18 0.0051
H 1.48671 2.61444 -3.80319 0.00 0.01 0.01 0.0877
H 1.88456 0.83996 3.59454 -0.03 0.02 -0.01 0.0718
C -0.07535 1.78916 -2.61446 -0.04 0.01 0.19 -0.2299
C -2.00777 -5.55530 -2.27750 0.01 0.01 0.02 0.0009
F 1.84367 4.06201 -0.36046 -0.03 0.09 -0.04 0.1681
C -1.18865 -4.51912 0.17404 -0.12 -0.09 -0.13 -0.4323
C -1.02187 -3.44796 -3.36299 0.04 0.06 -0.04 0.0109
H 0.66817 -0.92523 -1.82032 -0.06 -0.24 0.00 0.0519
H -1.76658 -1.45788 3.57087 0.01 0.01 -0.06 0.0556
C 0.75321 4.37611 2.24387 -0.09 -0.03 -0.01 0.0246
O 2.04267 -0.91877 -0.14291 -0.19 0.19 0.09 -0.0835
C -1.80173 -5.72871 0.17256 0.00 -0.09 -0.14 -0.0548
O -3.10007 0.48800 -1.17324 0.09 0.10 -0.16 0.1177
H -1.67867 3.74685 3.73500 -0.01 0.00 0.01 0.0902
O 1.89837 2.06873 -1.58449 -0.08 -0.23 -0.10 0.0062
H -0.33392 -2.13540 4.39420 0.03 -0.02 -0.04 0.0730
Lu -0.02878 0.18989 0.33021 0.12 0.64 -0.24 1.6906
C -0.85883 -1.21520 4.12128 -0.02 -0.02 0.21 -0.1001
I -0.33248 -2.99039 1.36735 0.21 -0.17 0.32 1.8669
C -2.23622 3.62297 2.80845 -0.02 0.01 0.04 0.0203
H 2.89198 -0.66558 2.21954 0.06 -0.07 0.00 0.0568
N 3.08751 -0.41421 -2.63848 -0.06 0.10 0.10 0.0798
F 3.75154 2.72895 -0.41599 0.08 0.04 -0.02 0.1906
H 3.03383 0.58856 -2.78744 0.04 0.04 -0.04 0.0807
C -1.51667 1.41424 -2.46791 0.14 -0.01 0.05 -0.2313
H 0.55189 4.46394 3.31376 0.01 0.02 0.01 0.0980

---

27
Properties=species:S:1:pos:R:3:forces:R:3:lowdin_charge:R:1 method="wB97M-V/def2-TZVPD" e_above_lowest_ev=3.1800 total_charge=0 gap_ev="7.22 / 8.76"
H -0.04047 1.46232 -1.36545 1.18 0.36 -3.09 0.0604
P 3.07116 -0.56120 0.29662 0.60 2.55 -3.02 0.6781
O 3.44668 0.90406 -0.67696 -1.67 -2.42 1.12 -0.3683
H 0.72725 1.61772 0.23117 1.19 0.06 0.10 0.0486
C 4.11512 1.95343 0.00758 0.53 -1.71 -1.38 -0.1561
C -4.61094 -0.72094 -0.29565 0.38 -1.99 1.62 -0.0573
H 3.56796 2.23544 0.84082 -0.65 0.57 2.06 0.0516
H -0.69431 2.56203 -0.15595 0.37 0.21 -0.44 0.1000
C -0.13991 1.64138 -0.37088 -1.97 1.45 2.08 -0.0446
H -2.92735 1.17453 -0.89436 -0.05 0.40 -0.56 0.1102
H -4.67737 -0.86022 -1.34741 -0.14 -0.31 -0.93 0.0625
O 4.06441 -0.86217 1.30733 0.95 -0.01 2.11 -0.3427
C -2.39981 0.38987 -0.39644 1.19 -0.91 2.21 0.0178
H 4.10969 2.77161 -0.66905 0.41 0.79 -0.61 0.0738
C -0.51649 -0.45053 0.70839 0.10 -3.43 3.05 0.0567
C -1.02191 0.54922 0.02810 -2.51 -0.06 -1.44 -0.3308
H 5.09247 1.52020 0.19131 0.41 0.85 0.60 0.0849
C -3.14271 -0.67955 0.12718 -0.04 0.32 -0.71 -0.2710
H -3.20808 -2.42721 1.48803 1.00 1.17 -0.89 0.1289
H -5.19948 -1.54218 0.23499 0.82 1.05 -0.73 0.0995
N 3.30336 -1.61889 -0.91609 -1.84 0.27 -1.56 -0.0896
H 3.89897 -2.38206 -0.95134 1.46 -1.41 0.89 0.0345
H -0.77966 -2.11174 2.06468 1.34 -1.87 1.86 0.0561
C -2.55284 -1.63342 0.98800 -0.31 -0.47 1.00 -0.0573
H -5.05859 0.20841 -0.07243 -0.66 1.06 0.34 0.0552
C -1.20240 -1.51626 1.36421 -1.58 2.97 -3.55 -0.0536
H 2.77527 -1.62386 -1.76641 -0.52 0.51 -0.13 0.0523

---

11
Properties=species:S:1:pos:R:3:forces:R:3:lowdin_charge:R:1 method="wB97M-V/def2-TZVPD" smiles=Cc1cnoc1 e_above_lowest_ev=2.2527 total_charge=0 gap_ev=10.60
H 2.44444 -0.97665 -0.04723 1.84 -1.75 -0.91 0.0420
C -0.21422 1.04924 -0.03983 -1.13 2.58 -0.91 -0.1437
C -0.18476 -1.07169 -0.07111 0.21 1.46 -0.53 -0.0661
O -1.46979 -0.64170 0.06133 0.74 -1.28 0.01 -0.0554
H 2.32567 0.22018 1.13953 -0.50 -0.04 0.30 0.0775
H 2.65410 0.89175 -0.39751 0.11 -1.50 -0.24 0.0966
H -0.01692 2.13903 -0.04747 0.11 -0.85 0.05 0.1288
H 0.09164 -2.08840 0.09693 -0.56 -0.63 -0.16 0.1257
N -1.48539 0.73633 0.08456 1.52 -0.34 -0.11 0.0655
C 0.67706 -0.01829 -0.27946 -0.61 -0.39 2.82 -0.2309
C 2.16478 0.00630 0.08594 -1.72 2.74 -0.32 -0.0400